ORCA calculation (ωB97M-V/def2-TZVPD) on a structure of composition C5H10O at a distorted geometry.

Positions of all 16 atoms, in Å:
C (1.060, 0.639, 0.311)
C (-0.119, -0.187, 0.710)
C (-0.408, 1.079, -0.019)
O (-1.089, 0.416, -1.086)
C (-0.810, -0.856, -0.472)
C (-0.038, -1.725, -1.415)
H (1.612, 0.985, 1.206)
H (0.246, 2.420, 2.561)
H (1.749, 0.447, -0.502)
H (-0.318, -0.409, 1.744)
H (-0.751, 2.093, 0.082)
H (-0.418, 2.104, 2.662)
H (-1.722, -1.354, -0.143)
H (-0.625, -1.960, -2.309)
H (0.223, -2.647, -0.903)
H (0.873, -1.215, -1.725)

As for the largest force on an atom: 1.22 eV Å⁻¹. For the LUMO energy, the calculation gives 1.20 eV. The energy above the lowest of the compared OMol25 structures with the same formula, charge and spin is 84.4 kcal/mol.



ORCA calculation (ωB97M-V/def2-TZVPD) on a cluster of 2 separate species, C5H10O in total.

Positions of all 16 atoms, in Å:
C (-2.183, 0.792, -0.321)
C (-0.928, 0.464, -0.032)
C (-0.045, -0.402, -0.888)
C (0.065, -1.832, -0.345)
H (-2.655, 0.468, -1.246)
H (-2.782, 1.400, 0.352)
H (-0.503, 0.828, 0.904)
H (-0.451, -0.432, -1.906)
H (0.952, 0.052, -0.961)
H (-0.927, -2.293, -0.284)
H (0.500, -1.852, 0.662)
H (0.691, -2.454, -0.994)
C (2.069, 1.312, 1.271)
O (2.090, 1.996, 0.279)
H (2.118, 0.206, 1.223)
H (1.989, 1.748, 2.286)

As for the largest force on an atom: 0.58 eV Å⁻¹. Its SMILES is C=CCC.C=O. For the LUMO energy, the calculation gives 0.68 eV. The energy above the lowest of the compared OMol25 structures with the same formula, charge and spin is 40.5 kcal/mol.



ORCA calculation (ωB97M-V/def2-TZVPD) on a structure of composition C5H10O at a distorted geometry.

Positions of all 16 atoms, in Å:
C (-0.808, -0.211, 1.526)
C (0.466, -0.090, 0.642)
C (0.501, -1.087, -0.515)
C (-0.107, -0.110, -1.532)
C (0.441, 1.030, -0.713)
O (-0.343, 2.114, -0.345)
H (-0.885, 0.567, 2.297)
H (-1.722, -0.169, 0.926)
H (-0.815, -1.174, 2.062)
H (1.349, -0.068, 1.296)
H (1.542, -1.299, -0.767)
H (-0.037, -2.018, -0.356)
H (0.230, -0.173, -2.567)
H (-1.201, -0.098, -1.494)
H (1.481, 1.298, -0.929)
H (-0.092, 1.487, 0.469)

As for the largest force on an atom: 4.06 eV Å⁻¹. For the LUMO energy, the calculation gives 1.06 eV. The energy above the lowest of the compared OMol25 structures with the same formula, charge and spin is 73.7 kcal/mol.



ORCA calculation (ωB97M-V/def2-TZVPD) on a structure of composition C5H10O at a distorted geometry.

Positions of all 16 atoms, in Å:
C (2.288, 0.123, 0.456)
O (1.256, -0.847, 0.540)
C (0.217, -0.660, -0.422)
C (-0.548, 0.761, -0.477)
C (-1.897, 0.405, 0.176)
C (-1.261, -1.014, 0.073)
H (2.010, 1.052, 0.975)
H (2.533, 0.375, -0.589)
H (3.197, -0.267, 0.934)
H (0.703, -0.729, -1.408)
H (0.054, 1.444, 0.084)
H (-0.710, 0.981, -1.532)
H (-2.827, 0.602, -0.402)
H (-2.085, 0.819, 1.186)
H (-1.137, -1.435, 1.057)
H (-1.793, -1.610, -0.653)

As for the largest force on an atom: 3.46 eV Å⁻¹. For the LUMO energy, the calculation gives 1.12 eV. The energy above the lowest of the compared OMol25 structures with the same formula, charge and spin is 64.5 kcal/mol.



ORCA calculation (ωB97M-V/def2-TZVPD) on a structure of composition C5H10O2.

Positions of all 17 atoms, in Å:
C (1.092, 1.125, -1.830)
C (0.302, -0.117, -1.405)
C (-0.196, 0.406, 0.407)
O (-1.391, 0.921, 0.587)
C (-0.104, -0.994, 0.280)
C (-1.052, -0.888, 2.610)
O (-0.207, -0.085, 2.979)
H (1.303, 1.050, -2.905)
H (0.530, 2.047, -1.662)
H (2.058, 1.206, -1.320)
H (-0.643, -0.188, -1.945)
H (0.910, -0.993, -1.664)
H (0.671, 0.999, 0.686)
H (-1.780, 0.244, 1.290)
H (0.814, -1.511, 0.532)
H (-0.958, -1.572, -0.051)
H (-1.348, -1.650, 3.410)

As for the largest force on an atom: 0.48 eV Å⁻¹. For the LUMO energy, the calculation gives 0.61 eV. The energy above the lowest of the compared OMol25 structures with the same formula, charge and spin is 155.2 kcal/mol.



ORCA calculation (ωB97M-V/def2-TZVPD) on the molecule C5H10O2 at a distorted geometry.

Positions of all 17 atoms, in Å:
C (2.569, -0.181, 0.044)
C (1.564, 0.239, -0.734)
C (0.264, -0.392, -0.212)
O (0.418, -0.245, 1.206)
C (-1.124, 0.191, -0.511)
C (-2.132, -0.526, 0.387)
O (-1.151, 1.567, -0.150)
H (3.459, 0.343, 0.358)
H (2.389, -1.112, 0.572)
H (1.666, 0.972, -1.536)
H (0.268, -1.465, -0.442)
H (0.695, 0.684, 1.259)
H (-1.405, 0.061, -1.568)
H (-3.128, -0.086, 0.298)
H (-2.188, -1.590, 0.129)
H (-1.802, -0.447, 1.426)
H (-0.364, 1.985, -0.523)

As for the largest force on an atom: 1.16 eV Å⁻¹. Its SMILES is C=C[C@@H](O)[C@@H](C)O. For the LUMO energy, the calculation gives 0.82 eV. The energy above the lowest of the compared OMol25 structures with the same formula, charge and spin is 70.3 kcal/mol.



Orbital gap? In order: 10.04 10.34 10.55 9.80 7.27 10.13 eV.